Entry 1:
This record from the Open Molecules 2025 dataset describes a cluster of 2 separate species, CH2BrN3 in total. The level of theory is ωB97M-V with the def2-TZVPD basis set.

Calculated values
- Highest occupied orbital energy (spin up / spin down): -8.153 / -7.820 eV
- Energy: -75577.91650 eV
- 2S+1: 1
- Relative energy (zero: lowest compared OMol25 entry of this formula, charge and spin): 4.245 eV

Geometry as XYZ:
```
7
Properties=species:S:1:pos:R:3:lowdin_charge:R:1
C 0.48385 -0.63588 0.66769 -0.786
N -0.14128 -0.02627 -1.64750 0.036
Br 1.48303 -2.21882 0.75885 0.607
H -1.18669 1.50631 -2.19202 0.073
H 0.08483 0.24084 2.43521 0.067
N -0.75506 0.94281 -1.44526 -0.031
N 0.03132 0.19102 1.42302 0.035
```

Entry 2:
This record from the Open Molecules 2025 dataset describes a cluster of 2 separate species, CH2BrNOS in total. The level of theory is ωB97M-V with the def2-TZVPD basis set.

Calculated values
- Highest occupied orbital energy: -9.749 eV
- Energy: -85482.41323 eV
- 2S+1: 1
- Relative energy (zero: lowest compared OMol25 entry of this formula, charge and spin): 2.087 eV

Geometry as XYZ:
```
7
Properties=species:S:1:pos:R:3:lowdin_charge:R:1
Br 2.04187 0.65347 -0.84183 0.051
O -1.36813 1.85312 -1.04845 0.052
H -1.19364 -1.52013 -0.12411 0.074
S 0.98762 -0.93779 0.67905 0.494
N -0.14840 -1.68915 0.11279 -0.473
C -1.05290 1.36207 -0.09280 -0.083
H 0.73358 0.27843 1.31535 -0.115
```

Entry 3:
This record from the Open Molecules 2025 dataset describes a cluster of 2 separate species, CH2BrNSi in total. The level of theory is ωB97M-V with the def2-TZVPD basis set.

Calculated values
- Highest occupied orbital energy: -10.155 eV
- Energy: -80476.49148 eV
- 2S+1: 1
- Relative energy (zero: lowest compared OMol25 entry of this formula, charge and spin): 3.325 eV

Geometry as XYZ:
```
6
Properties=species:S:1:pos:R:3:lowdin_charge:R:1
C -0.19978 -2.02667 0.04873 -0.366
H -0.31188 1.09620 1.33917 -0.154
Br 1.81451 2.08822 -0.34398 0.290
H -1.19588 0.97148 -0.96191 -0.089
Si -0.12464 1.01865 0.01372 0.452
N 0.01766 -3.14789 -0.09573 -0.133
```

Entry 4:
This record from the Open Molecules 2025 dataset describes a cluster of 2 separate species, CH2Cl2N2 in total. The level of theory is ωB97M-V with the def2-TZVPD basis set.

Calculated values
- Highest occupied orbital energy: -10.141 eV
- Energy: -29092.36728 eV
- 2S+1: 1
- Structure (SMILES): N=C=NCl.Cl
- Relative energy (zero: lowest compared OMol25 entry of this formula, charge and spin): 1.288 eV

Geometry as XYZ:
```
7
Properties=species:S:1:pos:R:3:lowdin_charge:R:1
N -0.22849 -1.68157 -0.27177 0.157
Cl 3.08288 0.10683 0.27137 0.581
H -2.66391 2.16410 0.71289 -0.216
Cl -1.40840 1.92744 0.39560 0.248
N 1.38530 -0.03401 0.21964 -0.394
C 0.66403 -0.88648 -0.20658 -0.475
H -0.83142 -1.59630 -1.12114 0.100
```

Entry 5:
This record from the Open Molecules 2025 dataset describes a cluster of 2 separate species, CH2Cl2NO2S in total. The level of theory is ωB97M-V with the def2-TZVPD basis set.

Calculated values
- Highest occupied orbital energy: -4.073 eV
- Energy: -42533.27134 eV
- 2S+1: 1
- Relative energy (zero: lowest compared OMol25 entry of this formula, charge and spin): 2.364 eV
- Charge: -1

Geometry as XYZ:
```
9
Properties=species:S:1:pos:R:3:lowdin_charge:R:1
H 1.12377 -0.82099 1.44119 -0.004
O -0.70745 1.79255 0.29056 -0.477
H -0.05868 -0.22969 2.17872 0.012
C -0.58056 -1.28906 -1.29373 -1.091
S 0.22120 0.69903 -0.01461 0.436
Cl -2.21620 -0.76444 -0.94737 0.357
O 1.50173 1.20674 -0.44052 -0.472
N 0.69020 0.06018 1.57149 -0.152
Cl 0.02599 -0.65432 -2.78574 0.389
```

Entry 6:
This record from the Open Molecules 2025 dataset describes an isolated molecule of CH2Cl2O2. The level of theory is ωB97M-V with the def2-TZVPD basis set.

Calculated values
- Highest occupied orbital energy (spin up / spin down): -4.638 / -11.459 eV
- Energy: -30202.60136 eV
- 2S+1: 3
- Relative energy (zero: lowest compared OMol25 entry of this formula, charge and spin): 0.940 eV

Geometry as XYZ:
```
7
Properties=species:S:1:pos:R:3:lowdin_charge:R:1
Cl 2.17417 1.45589 0.01542 0.700
O 0.39536 -0.09349 1.13856 -0.081
Cl 2.17520 -1.45518 -0.01512 0.700
O 0.39615 0.09297 -1.13950 -0.081
H -0.13403 -0.70515 -1.28210 0.111
C 1.12281 0.00003 -0.00021 -1.459
H -0.13371 0.70516 1.28217 0.111
```